The following is a quantum chemistry calculation of a molecular structure, C56H70F6N7O34RbS4 in a non-equilibrium geometry, from the Open Molecules 2025 dataset.

XYZ file:
```
178
Properties=species:S:1:pos:R:3:forces:R:3:lowdin_charge:R:1
Rb 1.956696 1.718878 2.639493 0.21 0.50 0.08 0.807
C -2.036871 0.831049 0.478466 1.02 -1.36 -1.46 -0.623
F -3.041010 0.949233 -0.384758 -0.03 0.81 0.81 0.157
F -2.231091 1.455780 1.629521 -0.25 -0.15 -0.37 0.157
F -1.890161 -0.497575 0.662606 -0.19 0.47 0.75 0.096
S -0.429172 1.364378 -0.397120 1.52 4.57 0.99 0.695
O -0.659370 1.152980 -1.813945 0.21 -0.73 1.65 -0.271
O -0.137838 2.796677 -0.040281 -1.12 -3.17 -0.21 -0.350
N 0.780241 0.506349 0.479973 -2.00 0.61 -2.05 -0.430
S 1.268263 -0.562447 -0.589009 0.37 -2.85 -2.21 0.565
O 0.233344 -1.556840 -0.918730 1.50 1.04 0.90 -0.311
O 2.002803 -0.016318 -1.713985 -0.27 -0.14 1.14 -0.294
C 2.624440 -1.500864 0.369021 -0.43 0.42 -1.30 -0.596
F 3.609953 -0.647802 0.714054 -0.46 -0.37 0.36 0.110
F 2.090951 -2.077306 1.450423 0.68 0.03 -0.17 0.131
F 3.169486 -2.422743 -0.465155 -0.76 0.89 1.15 0.110
C 6.122609 0.762792 5.729305 -0.80 1.21 -0.78 -0.004
O 6.430973 0.245676 4.436892 -0.12 -1.38 0.39 0.010
C 6.024473 0.867566 3.345396 1.81 -0.16 -1.98 -0.550
O 5.414247 1.908642 3.205948 -0.13 -0.99 0.62 0.100
O 6.608567 0.141341 2.317997 0.39 0.75 1.55 -0.006
C 6.766630 0.791396 1.067125 -1.39 0.75 -1.44 -0.047
H 5.043431 0.727783 5.878487 -0.08 0.30 -0.04 0.074
H 6.483158 1.784745 5.612203 -0.24 0.20 1.14 0.105
H 6.544837 0.211426 6.569427 0.60 -0.16 -0.72 0.103
H 7.134514 1.816498 1.023083 -0.42 0.33 1.15 0.095
H 5.759030 0.749316 0.653497 0.25 0.41 -0.69 0.079
H 7.462566 0.366380 0.343852 -0.08 -1.32 0.74 0.098
C 5.647644 5.293184 2.039034 -1.48 1.13 1.01 -0.044
O 5.566336 4.250719 1.113204 0.02 -0.68 -1.73 -0.002
C 4.388507 3.969796 0.561466 -3.71 -0.61 -0.79 -0.502
O 3.213314 4.321165 0.899828 4.22 -0.77 -0.41 0.034
O 4.589951 3.125072 -0.495228 2.22 1.31 1.35 -0.018
C 3.525534 2.655443 -1.275581 -1.55 -0.18 0.29 -0.037
H 5.140487 6.184657 1.670038 -0.28 -0.06 -0.15 0.100
H 6.651640 5.655280 2.260340 0.19 -0.99 -0.18 0.102
H 5.092979 4.940286 2.908462 0.39 0.41 0.44 0.099
H 3.811535 1.914812 -2.022435 0.75 0.07 0.43 0.089
H 3.046289 3.463322 -1.828537 -0.21 0.12 0.32 0.107
H 2.851338 2.161451 -0.575915 -0.53 0.13 -0.47 0.065
C 2.132071 0.440398 7.236571 1.05 -0.15 -0.69 -0.032
O 0.856405 1.054381 7.034127 -0.71 -0.45 -0.45 0.015
C 0.225431 0.781176 5.865733 -0.63 -0.13 -1.29 -0.521
O 0.696307 0.186617 4.885564 -0.49 1.20 1.85 -0.007
O -1.013540 1.325883 5.909430 1.04 -1.18 2.22 -0.007
C -1.983797 1.269855 4.847323 1.44 0.51 -0.56 0.006
H 2.115572 -0.649447 7.245688 -0.44 0.04 -0.30 0.107
H 2.638762 0.721938 8.159664 -0.94 0.52 0.24 0.101
H 2.808774 0.788642 6.456257 -0.03 -0.23 -0.23 0.071
H -2.972854 1.561257 5.200809 0.45 0.24 0.42 0.109
H -2.100399 0.302299 4.359114 0.56 0.00 0.08 0.072
H -1.480360 2.031308 4.251648 -1.22 -0.10 -1.27 0.093
C -0.557613 -2.271671 3.364048 1.40 1.57 -1.61 -0.069
O -1.324854 -3.153749 4.042250 -1.39 -1.82 2.15 0.034
C -2.051559 -4.005738 3.372601 -0.83 -1.79 -2.11 -0.603
O -2.024528 -4.173722 2.163169 -0.06 0.42 0.93 0.109
O -2.790494 -4.729360 4.208040 0.02 0.72 0.95 0.008
C -3.735016 -5.695286 3.764872 -0.29 -0.38 -0.41 -0.028
H 0.267598 -2.044552 4.038984 -0.20 0.57 -0.32 0.100
H -1.203970 -1.444196 3.071462 0.41 0.62 0.27 0.086
H -0.171468 -2.630448 2.409970 0.05 -0.48 0.09 0.090
H -4.317303 -5.993956 4.636553 0.51 -0.11 0.22 0.101
H -3.217126 -6.541830 3.314029 -0.07 -0.02 0.07 0.101
H -4.506650 -5.330587 3.086869 0.59 0.41 -0.32 0.073
C -5.497763 -2.908915 1.648616 1.11 0.21 0.71 -0.046
C -6.344037 -3.618278 2.475889 -0.06 0.12 0.18 -0.065
C -6.211556 -3.540810 3.869708 -0.02 0.88 0.79 -0.012
C -5.258187 -2.688584 4.465701 -0.94 0.58 -1.45 -0.126
C -4.486106 -1.892242 3.609518 0.73 -0.34 0.27 -0.008
C -4.516164 -2.102255 2.238594 -0.54 -0.40 -0.27 -0.046
N -5.264785 -2.437508 5.939060 0.19 -0.10 0.53 -0.312
O -4.558580 -1.509808 6.360335 -1.06 -1.34 -0.61 0.056
O -5.961761 -3.175379 6.645381 1.02 1.11 -1.03 0.067
H -5.499727 -2.985316 0.571319 -0.28 -0.09 -0.05 0.083
H -7.089448 -4.207017 1.961939 -0.29 -0.26 0.53 0.113
H -6.916019 -3.964690 4.570037 -0.06 -0.53 -0.22 0.115
H -3.783370 -1.158349 3.975538 0.02 -0.14 0.39 0.094
H -3.762643 -1.701233 1.576935 -0.05 0.51 0.15 0.096
C 5.211672 0.182916 -6.713253 1.32 -1.31 -0.15 -0.070
C 4.455512 0.160789 -5.558296 -0.83 0.69 0.12 -0.078
C 4.954010 -0.217859 -4.324815 1.21 -0.71 0.30 0.012
C 6.289217 -0.667558 -4.248278 -0.80 0.28 -1.36 -0.138
C 7.081499 -0.688294 -5.404714 -0.71 0.07 -0.80 0.008
C 6.523487 -0.296280 -6.666246 0.43 0.20 2.06 -0.050
N 6.804191 -1.223243 -2.987248 1.60 -0.18 0.62 -0.329
O 8.002967 -1.555466 -2.969404 -1.69 0.40 -0.10 0.052
O 6.069394 -1.314946 -2.011272 0.22 0.16 -0.91 0.063
H 4.791470 0.376987 -7.689049 -0.24 0.38 0.12 0.108
H 3.427619 0.474036 -5.666571 -0.15 -0.08 0.37 0.104
H 4.381714 -0.272468 -3.410534 -0.41 0.14 -0.13 0.103
H 8.091878 -1.067037 -5.358989 0.01 0.03 0.06 0.108
H 7.162990 -0.317625 -7.536285 -0.07 -0.09 -0.08 0.099
C -3.364067 3.927247 -1.918760 1.90 0.75 -0.51 -0.074
C -4.528734 4.106357 -1.244857 -0.23 -0.31 1.03 -0.083
C -5.582107 3.249555 -1.428832 -0.43 -2.42 -0.77 0.022
C -5.379336 2.109800 -2.296629 0.33 3.53 0.41 -0.119
C -4.214469 2.110889 -3.099424 -1.23 -1.95 0.29 -0.012
C -3.179998 2.983572 -2.909074 -0.44 0.31 0.18 -0.060
N -6.373357 1.063461 -2.411276 -1.76 -2.03 0.96 -0.299
O -5.944467 0.000680 -2.868664 -0.70 1.24 0.13 0.056
O -7.547828 1.173932 -1.937189 3.11 0.51 -1.25 0.047
H -2.545552 4.568835 -1.627550 0.25 0.09 -0.14 0.099
H -4.487061 4.764400 -0.389504 -0.49 0.45 -0.19 0.092
H -6.470182 3.353737 -0.823133 -0.17 -0.24 -0.13 0.112
H -4.078688 1.284633 -3.781525 -0.18 -0.01 -0.21 0.116
H -2.283955 2.896989 -3.505741 0.03 0.09 0.19 0.102
C 0.262651 7.272996 -0.560375 0.38 0.14 0.07 -0.092
C -0.256785 8.193965 -1.444283 -0.85 -0.88 -0.71 -0.060
C -0.763016 7.732053 -2.670702 1.05 0.55 -1.11 -0.002
C -0.586884 6.408033 -3.063549 0.09 -0.44 1.42 -0.128
C -0.052579 5.500534 -2.143616 -0.61 -0.46 0.35 -0.003
C 0.319229 5.910338 -0.849782 -0.02 0.66 -0.88 -0.039
N -1.135328 5.917965 -4.372506 -1.36 2.15 -1.43 -0.329
O -1.322113 4.766206 -4.633877 0.94 -1.80 1.24 0.082
O -1.527729 6.764514 -5.181867 0.87 0.58 1.13 0.053
H 0.695315 7.705204 0.329789 -0.11 -0.47 0.42 0.100
H -0.337195 9.212121 -1.093143 0.01 0.21 -0.52 0.107
H -1.030238 8.392633 -3.482257 -0.60 0.34 0.28 0.112
H -0.057171 4.454221 -2.411220 0.22 -0.19 0.05 0.110
H 0.669495 5.247198 -0.072636 0.14 -0.42 -0.36 0.081
C -0.989264 -5.817086 -5.961798 0.14 0.52 0.33 -0.056
C -0.622603 -5.728771 -4.592573 0.73 1.42 -2.48 -0.027
C 0.199743 -4.628954 -4.248187 0.37 -0.17 0.31 0.008
C 0.560991 -3.630310 -5.161638 -1.03 -1.24 -1.88 -0.118
C 0.132046 -3.737708 -6.523371 -0.08 -0.21 1.21 -0.002
C -0.654618 -4.827813 -6.928398 0.77 0.34 1.77 -0.058
N 1.369831 -2.456427 -4.763761 -0.33 0.70 -0.66 -0.339
O 1.847408 -1.719620 -5.620669 -0.25 -0.86 -0.45 0.056
O 1.443170 -2.184570 -3.597446 0.11 -0.61 1.20 0.079
H -1.532193 -6.703191 -6.255831 -0.21 0.05 -0.20 0.096
H -0.927605 -6.536373 -3.943622 0.29 0.27 0.34 0.107
H 0.696870 -4.599205 -3.289861 -0.38 0.12 0.39 0.094
H 0.394828 -2.965166 -7.230851 0.07 0.05 0.05 0.106
H -0.956769 -4.829262 -7.965272 -0.17 -0.47 0.06 0.099
C -4.871709 6.540286 1.972101 -2.84 -1.50 -0.23 -0.111
C -4.448645 5.305011 2.336235 -0.26 -1.00 0.84 -0.081
C -3.110139 5.028780 2.443936 0.44 -1.61 0.21 -0.017
C -2.163738 5.980294 2.180690 -0.33 2.83 -0.12 -0.102
C -2.624522 7.304657 1.853029 0.61 -1.85 0.40 0.042
C -4.001673 7.494994 1.719570 3.13 2.82 -1.47 -0.086
N -0.705222 5.751447 2.369445 0.54 -0.79 0.28 -0.318
O 0.006949 6.721500 2.550150 -0.54 -0.09 -0.19 0.077
O -0.268457 4.596656 2.366110 -0.98 0.84 0.03 0.041
H -5.919883 6.696317 1.763811 -0.17 0.11 0.22 0.124
H -5.174340 4.549950 2.600148 0.04 -0.20 -0.15 0.120
H -2.858511 4.017240 2.726537 0.46 0.00 0.00 0.110
H -1.926728 8.113876 1.696022 0.06 -0.12 -0.13 0.112
H -4.311020 8.396089 1.210925 -0.15 0.38 0.47 0.119
O 3.393922 -7.010350 -0.106067 -0.43 0.42 -0.73 -0.288
S 2.916592 -6.405617 -1.325978 0.17 2.81 0.22 0.668
O 2.824891 -7.157586 -2.537375 -0.60 0.04 0.42 -0.282
O 1.441607 -5.645178 -1.057339 1.79 -1.97 -1.75 -0.297
C 1.229990 -4.980666 0.177622 1.06 0.03 0.38 -0.292
C 0.804163 -5.973740 1.228952 -1.42 0.68 -0.15 -0.048
C 3.929386 -4.859686 -1.767193 -0.68 -1.47 0.42 -0.075
H 0.539296 -4.193333 -0.124296 -0.36 -0.06 0.60 0.113
H 2.160068 -4.497432 0.476835 0.07 0.16 0.05 0.096
H -0.067355 -6.474091 0.806806 0.25 -0.58 0.05 0.066
H 0.338008 -5.415021 2.040511 0.44 -0.03 0.46 0.068
H 1.588598 -6.664466 1.538226 -0.16 0.23 -0.06 0.078
H 4.727724 -5.261746 -2.390973 0.04 0.13 0.16 0.064
H 4.297222 -4.362754 -0.869497 0.01 -0.32 -0.14 0.051
H 3.291898 -4.185937 -2.339712 -0.06 -0.21 0.03 0.050
O -4.347861 -2.804245 -4.017062 -0.02 0.52 1.51 -0.276
S -3.927131 -2.532299 -2.663264 1.41 -2.52 1.94 0.720
O -4.850940 -2.360083 -1.507647 1.92 -0.11 -2.71 -0.325
O -2.895895 -3.873842 -2.285781 -1.53 0.84 0.05 -0.281
C -2.619213 -4.168719 -0.881839 -0.12 0.55 0.45 -0.265
C -2.122248 -5.595395 -0.728460 -0.69 -0.51 -0.84 -0.060
C -2.567950 -1.358272 -2.626453 -1.64 0.91 0.42 -0.102
H -3.490318 -3.952281 -0.263433 -0.24 -0.29 -0.22 0.087
H -1.858599 -3.485731 -0.503577 0.23 0.21 -0.20 0.092
H -2.760499 -6.244392 -1.328081 0.16 0.05 -0.66 0.082
H -2.269590 -6.096073 0.228467 0.33 0.90 0.49 0.069
H -1.086768 -5.671717 -1.060202 -0.13 -0.24 -0.01 0.055
H -3.100041 -0.410327 -2.546574 0.18 0.29 -0.25 0.032
H -1.965704 -1.379213 -3.534731 -0.05 -0.39 0.30 0.092
H -2.053418 -1.469475 -1.671986 0.26 -0.36 -0.39 0.034
```
Forces are in eV/Å.

The molar mass is 1712.91 g mol⁻¹. Its HOMO-LUMO gap is 0.3057 Eh. The LUMO energy is -0.0428 Ha.